No. 1
DFT (the ωB97M-V functional and the def2-TZVPD basis) results for a structure of composition C23H25Cl2N2O3SV.

Values from the calculation:
Relative energy (zero: lowest compared OMol25 entry of this formula, charge and spin) = 0.0 kJ/mol
Highest occupied orbital energy (spin up / spin down) = -14.4 / -14.4 eV
Calculated total energy = -94932.627 eV
Total charge = +2
Gap between HOMO and LUMO (spin up / spin down) = 6.23 / 6.22 eV

Each line ends with the Mulliken charge.
Element x y z (Å)
V  -0.26  0.30  0.28  -0.5964
C  0.60  -0.03  4.51  -0.9258
C  -0.14  -1.13  4.91  -0.6650
C  -0.86  -1.84  3.96  -0.7829
C  -0.84  -1.43  2.65  0.6069
N  -0.11  -0.36  2.27  1.1263
C  0.60  0.33  3.18  -0.5096
C  -1.56  -2.01  1.52  0.8991
C  -2.41  -3.10  1.61  -0.7099
C  -3.10  -3.53  0.48  -0.9732
C  -2.95  -2.87  -0.72  -1.0004
C  -2.09  -1.78  -0.83  -0.1353
C  -1.38  -1.36  0.29  1.0935
H  1.18  0.55  5.22  0.5005
H  -0.15  -1.44  5.94  0.4761
H  -1.44  -2.71  4.25  0.5255
H  1.17  1.17  2.82  0.4051
H  -2.56  -3.61  2.55  0.4870
H  -3.76  -4.38  0.55  0.4503
H  -3.51  -3.19  -1.59  0.5049
H  -2.03  -1.26  -1.77  0.5238
Cl  -3.19  3.93  1.72  -0.1019
C  -3.49  2.21  1.47  0.0356
Cl  -3.13  1.24  2.90  -0.0869
C  -2.64  1.77  0.29  0.1244
O  -3.01  1.56  -0.81  -0.3989
O  -1.28  1.67  0.63  -0.3557
H  -4.53  2.06  1.22  0.4300
C  1.46  3.05  0.18  -1.3463
C  2.20  1.76  0.25  -0.4235
C  3.52  1.50  0.20  -0.6099
C  3.72  0.07  0.30  -0.7800
C  2.51  -0.52  0.43  0.3433
C  2.14  -1.95  0.61  -1.3209
N  1.54  0.51  0.39  1.7744
H  2.16  3.86  -0.01  0.5198
H  0.93  3.28  1.11  0.2371
H  0.72  3.06  -0.63  0.1736
H  4.30  2.25  0.09  0.5707
H  4.67  -0.45  0.29  0.5956
H  2.99  -2.58  0.34  0.5308
H  1.30  -2.25  -0.02  0.2227
H  1.88  -2.18  1.64  0.1600
O  -0.25  0.21  -1.59  -0.4943
S  0.57  -0.48  -2.74  0.2954
C  -0.41  0.01  -4.20  -0.5557
C  0.53  0.82  -5.08  -0.7542
C  1.40  1.65  -4.13  -0.6344
C  1.93  0.65  -3.10  0.0567
H  -1.21  0.62  -3.77  0.2758
H  -0.83  -0.88  -4.66  0.5153
H  -0.05  1.45  -5.76  0.3810
H  1.15  0.17  -5.69  0.3454
H  0.81  2.43  -3.64  0.2396
H  2.23  2.13  -4.65  0.4717
H  2.27  1.07  -2.15  -0.3514
H  2.71  0.01  -3.51  0.6143

=====

No. 2
DFT (the ωB97M-V functional and the def2-TZVPD basis) results for a structure of composition C5H4F14Li2N3O13S6 in a non-equilibrium geometry.

Values from the calculation:
Relative energy (zero: lowest compared OMol25 entry of this formula, charge and spin) = 0.0 kJ/mol
Highest occupied orbital energy = -7.8 eV
Calculated total energy = -139798.535 eV
Total charge = -1
Gap between HOMO and LUMO = 5.95 eV

Each line ends with the Mulliken charge.
Element x y z (Å)
Li  1.85  5.23  3.00  0.9769
Li  -1.88  2.18  1.06  0.9971
N  4.82  4.46  0.43  -0.3111
S  4.07  3.85  -0.95  1.0763
O  2.63  3.63  -0.59  -0.6356
O  4.73  3.04  -2.01  -0.4767
F  3.92  5.33  -1.72  -0.3055
S  5.99  3.47  0.44  1.0759
O  7.06  3.77  -0.51  -0.5681
O  5.65  2.13  0.78  -0.5569
F  6.62  4.08  1.78  -0.2878
N  -5.92  2.54  0.12  -0.2536
S  -7.13  1.39  -0.01  1.0651
O  -7.75  1.19  -1.30  -0.5280
O  -7.87  1.18  1.28  -0.5475
F  -6.17  0.07  0.05  -0.3093
S  -6.92  3.69  0.01  1.0461
O  -7.67  3.98  1.25  -0.5616
O  -7.57  4.05  -1.27  -0.5645
F  -5.69  4.80  0.03  -0.3457
N  -0.28  2.48  4.81  -0.3872
S  -1.56  2.82  5.92  1.0374
O  -1.25  3.41  7.22  -0.5334
O  -2.74  2.00  5.67  -0.5305
F  -1.87  4.16  5.10  -0.2678
S  0.44  1.52  5.90  1.1261
O  -0.30  0.67  6.85  -0.5076
O  1.75  2.07  6.35  -0.6114
F  1.04  0.47  4.78  -0.3110
C  0.77  -5.42  -4.20  -0.9700
C  -0.48  -4.53  -3.94  0.9779
C  -0.19  -3.02  -3.63  0.0717
F  0.60  -2.82  -2.54  -0.2196
F  0.45  -2.40  -4.64  -0.2671
F  -1.30  -4.63  -4.98  -0.2989
F  -1.10  -5.03  -2.88  -0.2650
O  1.95  -4.97  -3.49  -0.3716
C  2.36  -5.62  -2.28  0.9038
C  3.31  -4.73  -1.50  0.2351
F  3.82  -5.39  -0.46  -0.2727
F  4.39  -4.15  -2.09  -0.2521
F  1.34  -5.97  -1.54  -0.2813
F  2.97  -6.71  -2.57  -0.2863
H  1.04  -5.44  -5.25  0.4518
H  0.44  -6.44  -4.04  0.4049
H  -1.09  -2.43  -3.44  0.2519
H  2.73  -3.96  -1.00  0.1868

=====

No. 3
DFT (the ωB97M-V functional and the def2-TZVPD basis) results for a structure of composition C42H31Br3N3O3P2S4Ti in a non-equilibrium geometry.

Values from the calculation:
Relative energy (zero: lowest compared OMol25 entry of this formula, charge and spin) = 0.0 kJ/mol
Highest occupied orbital energy (spin up / spin down) = -1.9 / -3.9 eV
Calculated total energy = -349837.114 eV
⟨S²⟩ = 2.028
Total charge = -1
Multiplicity = 3
Gap between HOMO and LUMO (spin up / spin down) = 3.64 / 5.59 eV

Each line ends with the Löwdin spin population.
Element x y z (Å)
Ti  0.33  -0.38  1.61  0.9574
N  0.05  1.05  -1.43  0.0070
P  0.25  -0.60  -1.11  0.0160
C  -1.23  -1.36  -1.89  0.0017
C  -1.56  -2.68  -1.55  0.0013
C  -2.66  -3.30  -2.11  0.0006
C  -3.46  -2.62  -3.01  0.0006
C  -3.14  -1.31  -3.37  0.0007
C  -2.03  -0.69  -2.81  0.0009
C  1.42  -1.09  -2.44  0.0008
C  1.55  -2.44  -2.76  -0.0001
C  2.42  -2.85  -3.75  0.0001
C  3.18  -1.92  -4.44  -0.0002
C  3.08  -0.58  -4.11  0.0001
C  2.22  -0.16  -3.11  0.0000
P  0.14  2.24  -0.19  0.0013
C  1.05  3.50  -1.17  0.0000
C  0.54  4.73  -1.58  0.0001
C  1.34  5.62  -2.27  0.0000
C  2.66  5.30  -2.57  0.0001
C  3.17  4.08  -2.17  0.0000
C  2.38  3.20  -1.46  0.0003
C  -1.54  2.98  -0.18  0.0000
C  -1.73  4.02  0.74  -0.0002
C  -2.99  4.53  0.96  0.0001
C  -4.08  4.00  0.28  0.0001
C  -3.90  2.98  -0.63  0.0001
C  -2.63  2.46  -0.85  0.0000
H  -0.01  1.37  -2.39  0.0004
H  -0.95  -3.21  -0.83  -0.0006
H  -2.90  -4.31  -1.82  0.0001
H  -4.33  -3.09  -3.43  0.0001
H  -3.75  -0.78  -4.08  0.0000
H  -1.79  0.32  -3.11  0.0001
H  0.96  -3.17  -2.22  0.0001
H  2.50  -3.90  -3.99  0.0000
H  3.86  -2.24  -5.22  0.0000
H  3.69  0.15  -4.64  0.0000
H  2.16  0.89  -2.86  0.0001
H  -0.48  4.99  -1.35  0.0000
H  0.93  6.58  -2.58  0.0000
H  3.28  6.01  -3.11  0.0000
H  4.20  3.83  -2.40  0.0000
H  2.79  2.25  -1.12  0.0002
H  -0.88  4.38  1.30  0.0000
H  -3.13  5.31  1.69  0.0000
H  -5.08  4.38  0.48  0.0000
H  -4.75  2.56  -1.15  0.0000
H  -2.51  1.62  -1.52  0.0000
O  5.82  2.41  2.07  0.0071
C  4.59  1.87  1.92  0.0144
C  4.29  0.87  0.99  -0.0023
C  3.00  0.43  0.86  0.0184
N  1.96  0.84  1.63  0.0090
C  2.28  1.82  2.50  0.0178
Br  0.93  2.63  3.55  0.0041
C  3.53  2.37  2.67  -0.0030
H  6.45  1.94  1.52  0.0000
H  5.07  0.45  0.37  -0.0005
H  2.78  -0.30  0.09  0.0014
H  3.68  3.18  3.36  -0.0004
C  -3.27  -1.26  0.88  0.0225
C  -2.32  -2.33  1.36  0.1436
C  -2.86  -3.58  1.61  0.0654
C  -2.06  -4.67  1.94  0.2325
C  -0.67  -4.49  1.97  0.0224
C  0.29  -5.50  2.16  0.0765
Br  -0.29  -7.30  2.43  0.0070
C  1.65  -5.26  2.13  0.0297
C  2.09  -3.97  1.89  0.0488
Br  3.95  -3.59  1.75  0.0094
C  1.20  -2.91  1.68  0.0547
O  1.60  -1.70  1.40  -0.0001
C  -0.19  -3.17  1.75  0.0385
N  -0.99  -2.08  1.49  0.1538
H  -3.76  -0.77  1.73  0.0085
H  -2.75  -0.50  0.31  0.0014
H  -4.04  -1.71  0.26  0.0039
H  -3.93  -3.71  1.52  -0.0021
H  -2.49  -5.64  2.13  0.0178
H  2.36  -6.06  2.28  0.0009
O  -4.10  -0.31  6.81  -0.0003
C  -3.27  -0.24  5.93  0.0004
S  -1.67  -0.99  6.03  0.0008
C  -1.07  -0.43  4.47  0.0051
C  -1.92  0.30  3.71  0.0020
S  -1.58  0.99  2.17  0.0001
S  -3.52  0.59  4.40  0.0003
S  0.56  -0.81  4.03  0.0008

=====

No. 4
DFT (the ωB97M-V functional and the def2-TZVPD basis) results for a cluster of 13 separate species, C36H62F3N8O6S4 in total in a non-equilibrium geometry.

Values from the calculation:
Highest occupied orbital energy = -5.5 eV
Calculated total energy = -114031.829 eV
Total charge = -1
Gap between HOMO and LUMO = 6.71 eV

Each line ends with the Mulliken charge.
Element x y z (Å)
C  -3.22  -12.03  -30.67  0.2927
O  -3.38  -11.05  -29.59  0.0310
O  -3.00  -11.37  -31.88  -0.3095
C  -2.22  -13.20  -30.29  0.3080
F  -2.11  -14.17  -31.08  -0.2195
F  -0.91  -12.81  -30.25  -0.2866
F  -2.58  -13.76  -29.07  -0.2664
C  -4.51  -10.22  -29.53  0.7303
C  -4.25  -9.30  -28.33  0.6312
H  -3.49  -8.60  -28.66  -0.5337
H  -5.22  -8.80  -28.28  -0.1005
H  -3.89  -9.84  -27.45  -0.1788
H  -5.34  -10.92  -29.45  0.3131
H  -4.69  -9.68  -30.46  -0.9075
H  -4.20  -12.50  -30.70  -0.4862
C  -3.11  -6.12  -25.52  -0.6779
S  -4.74  -5.38  -25.97  0.3112
O  -5.13  -6.05  -27.30  -0.4284
C  -5.63  -6.31  -24.67  -0.7668
H  -3.03  -7.10  -26.01  0.0210
H  -2.95  -6.13  -24.44  0.3921
H  -2.29  -5.53  -25.93  0.3324
H  -6.70  -6.07  -24.61  0.3468
H  -5.23  -6.17  -23.67  0.4053
H  -5.63  -7.36  -24.96  0.0385
C  0.03  -6.07  -31.17  -0.3053
S  -0.69  -5.18  -29.76  0.4886
O  -0.72  -3.71  -30.14  -0.6903
C  -2.37  -6.01  -29.86  -0.0454
H  1.03  -5.65  -31.31  0.4535
H  -0.58  -5.99  -32.07  -0.0095
H  0.21  -7.13  -31.03  -0.0142
H  -2.17  -7.05  -30.11  -0.2659
H  -2.87  -5.53  -30.70  0.2582
H  -3.01  -6.01  -28.98  0.1559
C  -6.92  -14.07  -31.52  -0.5843
S  -8.69  -13.49  -31.96  0.5481
O  -9.47  -14.77  -31.93  -0.6883
C  -9.05  -12.59  -30.42  -0.6652
H  -6.35  -13.14  -31.44  -0.2426
H  -6.46  -14.73  -32.25  0.4114
H  -6.93  -14.57  -30.55  0.4497
H  -8.79  -13.29  -29.62  0.3344
H  -10.10  -12.35  -30.32  0.3821
H  -8.38  -11.73  -30.29  0.0062
C  -4.02  -13.75  -26.45  -0.7899
S  -4.69  -13.28  -24.82  0.3887
O  -3.72  -13.70  -23.70  -0.6432
C  -4.52  -11.50  -24.94  -0.6240
H  -3.05  -13.30  -26.63  0.2532
H  -4.60  -13.42  -27.32  0.2642
H  -3.91  -14.83  -26.50  0.4258
H  -5.28  -11.20  -25.66  0.0285
H  -3.53  -11.15  -25.26  0.2475
H  -4.62  -10.89  -24.04  0.4440
C  -7.85  -9.22  -26.75  -0.6148
C  -7.89  -9.08  -28.23  0.4484
N  -7.90  -9.00  -29.40  -0.3760
H  -8.53  -9.96  -26.32  0.3882
H  -8.19  -8.23  -26.44  0.2671
H  -6.85  -9.39  -26.37  -0.0599
C  2.61  -12.62  -29.79  -0.0224
C  3.36  -13.75  -29.31  0.1489
N  3.95  -14.71  -28.99  -0.4549
H  2.56  -11.78  -29.09  0.2104
H  1.57  -12.93  -29.89  -0.1547
H  2.91  -12.19  -30.75  0.3472
C  0.57  -15.29  -31.24  -0.3899
C  -0.28  -16.51  -31.48  0.2212
N  -1.00  -17.45  -31.52  -0.5274
H  0.27  -14.46  -31.88  0.2891
H  1.64  -15.51  -31.27  0.4741
H  0.28  -14.99  -30.24  0.0567
C  -6.32  -6.06  -30.11  0.2904
C  -7.35  -6.20  -31.08  0.1040
N  -8.22  -6.33  -31.86  -0.5378
H  -5.47  -6.70  -30.36  -0.3327
H  -6.71  -6.35  -29.14  0.0434
H  -6.07  -5.00  -30.07  0.5377
N  -5.82  -10.59  -32.89  0.8850
C  -6.59  -9.54  -32.65  -0.1274
C  -7.81  -9.59  -33.43  -0.8246
C  -7.77  -10.83  -34.08  -0.7674
C  -6.54  -11.35  -33.78  -0.7687
H  -4.89  -10.81  -32.55  0.0024
H  -6.28  -8.81  -31.93  0.0745
H  -8.66  -8.92  -33.37  0.4520
H  -8.55  -11.22  -34.72  0.4911
H  -6.09  -12.18  -34.29  0.5508
N  -2.51  -8.76  -33.04  0.8902
C  -1.58  -8.30  -33.96  -0.4985
C  -1.89  -6.94  -34.13  -1.0656
C  -3.05  -6.64  -33.41  -0.7443
C  -3.35  -7.73  -32.67  -0.2825
H  -2.61  -9.69  -32.68  -0.1320
H  -0.89  -8.96  -34.45  0.6046
H  -1.36  -6.26  -34.77  0.4187
H  -3.58  -5.70  -33.48  0.5165
H  -4.21  -7.86  -32.02  0.3237
N  -0.64  -9.83  -29.78  1.7798
C  0.49  -9.86  -30.55  -0.5427
C  1.50  -9.28  -29.80  -0.9380
C  1.03  -9.11  -28.47  -0.7151
C  -0.31  -9.36  -28.51  -0.7714
H  -1.60  -10.01  -30.06  -0.5859
H  0.43  -10.09  -31.61  0.3057
H  2.53  -9.15  -30.10  0.4419
H  1.58  -8.79  -27.60  0.4719
H  -1.12  -9.32  -27.79  0.3789
N  -2.15  -12.64  -34.39  0.5742
C  -2.39  -12.20  -35.65  -0.4921
C  -2.07  -13.17  -36.61  -0.6916
C  -1.58  -14.27  -35.82  -0.6155
C  -1.57  -13.86  -34.51  -0.4545
H  -2.24  -12.24  -33.46  0.0209
H  -2.86  -11.23  -35.67  0.4362
H  -2.01  -13.04  -37.68  0.3963
H  -1.24  -15.19  -36.28  0.3997
H  -1.29  -14.27  -33.55  0.2831

=====

No. 5
DFT (the ωB97M-V functional and the def2-TZVPD basis) results for a structure of composition C4H10N2 in a non-equilibrium geometry.

Values from the calculation:
Relative energy (zero: lowest compared OMol25 entry of this formula, charge and spin) = 443.6 kJ/mol
Highest occupied orbital energy = -8.8 eV
Calculated total energy = -7286.022 eV
Gap between HOMO and LUMO = 9.71 eV

Each line ends with the Mulliken charge.
Element x y z (Å)
C  0.61  0.63  -1.22  -0.5646
C  0.52  -0.31  -0.02  0.6863
C  0.75  -1.70  -0.44  -1.6948
C  -1.05  0.60  1.58  -0.8003
N  -0.90  0.86  -1.22  -0.4971
N  -0.84  -0.11  0.34  -0.3565
H  1.17  1.60  -1.01  0.2558
H  0.80  0.36  -2.28  0.2578
H  1.20  0.07  0.78  0.3994
H  0.25  -2.03  -1.37  0.3316
H  0.40  -2.43  0.25  0.3769
H  1.73  -1.96  -0.43  0.4622
H  -0.94  1.66  1.44  0.3079
H  -2.12  0.54  2.04  0.2793
H  -0.53  0.36  2.58  0.2969
H  -1.05  1.84  -1.01  0.2593